{
  "formula": "C31H83NO10",
  "method": "wB97M-V/def2-TZVPD",
  "species": ["H", "H", "H", "C", "H", "H", "H", "H", "C", "H", "C", "C", "O", "H", "C", "H", "H", "O", "H", "H", "H", "H", "H", "H", "H", "H", "O", "H", "H", "C", "H", "C", "O", "H", "C", "C", "H", "H", "C", "H", "H", "H", "H", "H", "O", "C", "H", "H", "H", "C", "H", "H", "H", "H", "H", "H", "H", "H", "H", "C", "H", "C", "H", "C", "H", "C", "H", "H", "C", "C", "O", "H", "H", "H", "H", "C", "N", "H", "H", "O", "H", "H", "H", "H", "H", "H", "C", "C", "O", "H", "H", "H", "C", "C", "C", "C", "H", "C", "H", "C", "H", "H", "H", "H", "O", "H", "C", "H", "C", "C", "H", "H", "O", "H", "H", "H", "H", "H", "C", "H", "H", "H", "H", "H", "H"],
  "positions_angstrom": [[-2.1431, -1.1717, 1.3858], [-6.3946, -0.7060, -0.3871], [-0.4219, -0.6660, -3.5148], [3.1665, -2.3932, -1.4802], [-2.9700, 1.5179, 0.4876], [0.3385, 3.0386, -3.1059], [4.4609, -1.1293, 3.5959], [-3.6679, -6.5203, 0.3455], [-2.3886, -4.8657, -0.2802], [-1.8612, -2.8710, -3.5918], [-1.6917, -4.5670, 1.0062], [-0.0986, -0.9303, 0.5812], [-1.5658, -5.5774, -1.1028], [-2.6131, -3.8971, -0.7268], [3.0961, -2.4364, 4.5141], [4.6811, -3.8006, -1.0093], [-0.2219, -1.7827, -0.0867], [2.1481, -1.4275, 4.4800], [-3.4243, 3.0452, -3.6006], [3.2118, 1.4763, 1.6464], [-4.1721, 0.2423, 0.7743], [-1.1202, 0.1161, 2.1385], [1.4309, 4.5930, 0.6552], [-5.7464, -1.5825, -2.9093], [-0.9024, -1.6048, 2.4839], [-2.0277, -6.0567, -1.7945], [2.3131, -3.0179, -0.5082], [4.1168, 7.2996, 3.2831], [-4.2704, 2.8548, 2.2738], [-3.7211, -5.5402, -0.1286], [-4.1674, -5.7452, -1.1017], [-0.6418, 2.5622, -3.0894], [-1.3852, -3.1205, -5.5745], [3.0462, -0.3767, -0.7310], [3.7843, -1.1423, -0.9700], [0.0617, 0.4429, -0.0696], [1.0275, -3.0319, -4.5954], [-5.6008, -3.0364, -0.1108], [-1.1411, -0.8828, 1.7029], [-0.6195, -2.8907, -6.1059], [2.8366, 3.7946, 2.3910], [-0.5354, 1.6042, -2.5805], [-1.5867, 3.4118, -1.2957], [2.6122, 6.4424, 2.6610], [4.2880, 5.2630, 2.8850], [4.2338, -3.4150, -1.9255], [3.6047, -2.1155, 2.3722], [1.1890, 3.6774, -0.8528], [-5.8764, 1.9660, 3.3146], [4.0491, -2.1124, 3.3674], [5.1105, 2.2821, 4.5068], [1.5650, -3.9969, 4.9494], [1.7747, -1.2378, 3.6162], [3.6615, -2.4378, 5.4460], [1.6094, -1.6463, 0.5353], [2.6306, -2.1518, -2.3981], [4.4559, -0.7683, -1.7428], [-2.4874, 1.4808, 3.4167], [-0.8382, 5.2189, -2.5619], [-1.7004, 3.4257, -2.3797], [4.9600, -2.9046, -2.5580], [2.3561, -3.7392, 4.2452], [0.5738, -3.1732, -2.8988], [-5.8107, -2.9056, -1.1724], [4.4477, -1.2910, -0.1180], [-3.9258, -1.2981, -1.8887], [2.2625, -3.9173, -0.8400], [-3.6981, -0.3641, -2.4024], [4.6602, 2.7622, 2.6007], [3.8755, 1.4698, 2.5111], [-5.7384, 1.4933, 2.4906], [4.6164, 0.6903, 2.3336], [3.4100, 1.2139, 3.4629], [-3.5002, -1.1682, -0.8937], [0.5999, 0.2738, -1.0023], [-4.3796, 1.7722, 2.2110], [5.6237, 2.4571, 3.6547], [-3.8051, 3.2857, -1.9097], [0.2115, -4.4965, -4.0251], [1.1333, -1.1819, 1.2277], [-3.3085, -2.0926, -2.3080], [5.1598, 3.0520, 1.6763], [3.6833, -4.2310, -2.3938], [0.1669, 6.4125, -0.4516], [-3.0606, 1.7510, -2.5203], [6.0984, 3.3139, 3.9010], [2.3428, 5.6007, -2.6144], [3.6787, 3.9029, 3.0744], [0.4657, 6.1642, -1.3295], [1.9102, -3.8080, 3.2530], [-5.3521, -3.7557, -1.6775], [-0.7719, -4.0095, 0.8298], [-3.0782, 2.8388, -2.5879], [1.7995, 4.4328, -0.3580], [0.2651, -3.4133, -3.9162], [-0.8345, -1.1565, -4.3964], [-1.0460, 2.3922, -4.0873], [-1.0636, -2.6704, -4.3071], [-0.1802, -0.8693, -5.2195], [3.5253, 6.3845, 3.2535], [4.9024, -2.7878, 3.3068], [2.4739, 6.3966, -0.6018], [-3.5123, 0.0744, 3.1629], [0.6325, 1.1872, 0.4857], [-1.6580, 4.7749, -2.7911], [3.2814, 3.6823, 4.0652], [-3.9957, 1.3177, 0.7972], [-1.7890, -0.6562, -4.5597], [-3.5222, 1.1537, 3.3151], [1.8045, 5.7523, -1.1717], [3.1564, 6.0753, 4.2315], [1.6131, 5.2828, -3.3591], [-5.9243, -0.4848, -1.1942], [-4.3301, -4.9091, 0.5186], [-0.8799, 0.8953, -0.3809], [3.3399, 5.1604, -2.6161], [-4.5966, 1.6872, -0.0338], [-3.9896, 1.2548, 4.2946], [-5.4145, -1.6237, -1.8719], [-2.2668, -3.9198, 1.6684], [2.7888, 3.9790, -0.2993], [-6.8547, -3.1673, -1.3447], [3.0091, -4.6039, 4.3638], [-1.5436, -5.4746, 1.5914], [2.5018, 6.6320, -2.9296]],
  "forces_ev_per_angstrom": [[-0.114, 0.464, -0.250], [-0.054, -0.232, -0.071], [0.114, -0.362, 0.315], [0.799, -0.779, -0.716], [0.175, 0.012, 0.556], [-0.053, 0.079, -0.185], [0.017, 0.064, -0.275], [0.357, -0.067, 0.238], [-1.564, 1.036, 0.248], [-0.072, -0.281, -0.284], [0.130, 0.084, 0.929], [-0.193, 1.007, 1.798], [2.116, -1.164, -1.090], [-0.023, 0.445, -0.328], [-0.464, -0.895, -2.689], [0.413, -0.034, -0.117], [-0.647, 0.337, -0.507], [-1.122, 1.894, 1.880], [0.013, 0.149, -0.172], [-0.478, -0.166, 0.304], [0.266, -0.179, -0.098], [-0.265, -0.092, 0.046], [-0.062, 0.037, 0.027], [-0.413, -0.312, 0.014], [0.292, -0.007, 0.008], [-0.254, 0.163, 0.090], [0.359, 0.399, -0.676], [-0.019, -0.280, -0.168], [0.184, 0.325, -0.129], [-0.272, -0.476, 0.678], [-0.287, 0.433, -0.040], [-0.647, 0.289, 0.406], [-1.083, -0.563, -1.021], [0.059, 0.045, 0.048], [0.531, 0.651, 0.310], [-0.469, -0.462, -1.625], [0.229, -0.051, -0.055], [0.216, 0.612, -0.002], [-0.013, -0.446, -0.201], [-0.055, -0.103, -0.408], [-0.379, 0.497, -0.094], [-0.059, -0.040, -0.065], [0.621, -0.144, 0.347], [0.035, 0.501, -0.521], [0.669, -2.277, -0.413], [-0.899, 0.577, 0.978], [-0.455, 0.092, 0.165], [-0.315, 0.082, -0.001], [-0.510, -0.136, 0.115], [1.252, -0.219, 0.419], [-0.297, -0.466, 0.129], [-0.168, 0.657, 0.235], [0.286, -0.455, -0.478], [-0.415, 0.148, 0.192], [0.767, -0.446, 0.365], [-0.605, 0.128, 0.060], [-0.208, 0.240, -0.186], [-0.083, 0.250, -0.347], [0.290, -0.192, 0.432], [0.585, -0.283, 0.595], [-0.007, -0.497, -0.155], [0.371, -1.413, 0.680], [0.014, -0.009, 0.100], [-0.221, -1.182, -1.073], [-0.248, -0.216, 0.305], [1.052, -0.846, 0.099], [-0.528, -0.325, 0.428], [-0.329, -0.098, -0.225], [-1.018, 0.712, 2.247], [0.471, -0.107, -1.195], [-0.198, -0.250, -0.297], [-0.082, -0.089, -0.077], [-0.415, 0.153, -0.161], [-0.392, -0.017, 0.339], [0.260, 0.210, -0.199], [1.095, 1.001, -0.243], [1.029, 0.824, 0.057], [0.008, -0.216, 0.069], [-0.272, 0.083, -0.020], [0.704, -0.296, 0.263], [-0.114, -0.090, -0.427], [-0.024, -0.068, 0.047], [0.445, -0.123, -0.467], [-0.488, 0.099, 0.030], [0.009, 0.041, 0.429], [0.532, 0.261, -0.146], [0.240, 1.658, 0.860], [0.719, 0.949, -2.179], [0.031, 0.898, 0.436], [0.159, 0.390, -0.142], [0.503, 0.012, 0.006], [0.261, -0.382, -0.010], [-0.315, 0.422, -0.786], [0.205, -0.092, -0.713], [-0.729, 0.790, 0.335], [-0.436, 0.443, 0.499], [0.463, -0.055, -0.248], [2.322, 0.321, 0.955], [0.101, -0.286, -0.175], [-1.014, -1.854, 1.025], [0.076, -0.222, 0.126], [-0.343, 0.799, -0.161], [0.164, -0.159, -0.091], [-0.099, -0.401, 0.508], [-0.938, 0.023, -0.796], [0.389, 0.408, 0.420], [-0.554, -0.676, 0.163], [-0.105, -0.035, -0.189], [-0.102, -0.884, 0.020], [0.512, -2.606, -0.631], [-0.175, 1.016, 0.656], [0.124, -0.893, 0.366], [-1.005, 0.727, -0.048], [-0.422, -0.109, -0.325], [-0.226, -0.022, 0.129], [-0.321, -0.503, -0.288], [-0.388, 0.385, 0.428], [-0.121, 0.414, 0.037], [1.022, 0.953, 1.102], [-0.386, 0.113, -0.232], [0.237, 0.247, 0.148], [-0.347, 0.545, 0.229], [0.411, -0.079, -0.296], [0.465, -0.113, -0.133], [0.212, 0.222, -0.130]],
  "e_homo_ev": -9.32,
  "fmax_ev_per_a": 2.89,
  "smiles": "COC[C@H](C)N.CC(C)O.CC(C)O.CC(C)O.CC(C)O.CC(C)O.CC(C)O.CC(C)O.CC(C)O.CC(C)O",
  "e_above_lowest_kj_mol": 181.5
}